# 1
C28H28N7O2RhS as an isolated structure, computed with ωB97M-V/def2-TZVPD.

Atoms and positions in Å:
Rh1 0.838410 0.332167 -1.039013
O1 1.762536 2.289857 3.898911
C1 0.425865 2.182299 3.838380
C2 -0.298844 2.533196 4.980105
C3 -1.675038 2.456219 4.986071
C4 -2.372577 2.032114 3.854741
C5 -1.662250 1.677406 2.727521
C6 -0.264179 1.733968 2.701739
C7 0.430052 1.307786 1.470329
O2 -0.276756 0.714778 0.571391
N1 1.735008 1.536318 1.380023
N2 2.171824 1.091879 0.167001
C8 3.395579 1.154970 -0.198284
C9 3.659648 0.704932 -1.567512
C10 4.911867 0.839792 -2.150072
C11 5.082652 0.465476 -3.470877
C12 3.998776 -0.019515 -4.181639
C13 2.777299 -0.133162 -3.538421
N3 2.611293 0.190955 -2.260245
H1 2.122694 2.073059 3.009827
H2 0.253331 2.869104 5.847549
H3 -2.217229 2.739345 5.879912
H4 -3.453376 1.990530 3.856968
H5 -2.171140 1.348448 1.830330
H6 4.162882 1.559096 0.450823
H7 5.725829 1.249417 -1.568237
H8 6.049800 0.566697 -3.945449
H9 4.086150 -0.307655 -5.219214
H10 1.897432 -0.488460 -4.051550
N4 1.581031 -1.912485 0.418616
C14 0.915706 -2.328314 1.257752
C15 0.079582 -2.791149 2.332000
C16 -0.993362 -1.992467 2.719437
C17 -1.791529 -2.402551 3.773598
C18 -1.525445 -3.601441 4.421305
C19 -0.461750 -4.399240 4.019676
C20 0.348921 -3.998289 2.970718
H11 -1.190120 -1.070371 2.192605
H12 -2.619421 -1.780389 4.087418
H13 -2.151308 -3.918356 5.245545
H14 -0.261330 -5.333699 4.526263
H15 1.184248 -4.605519 2.649936
S1 0.519301 2.350582 -1.905718
C21 -1.141692 2.820130 -1.566395
N5 -2.128856 1.924815 -1.529822
C22 -3.339176 2.395070 -1.264101
C23 -3.601943 3.740628 -1.066893
C24 -2.509616 4.582548 -1.179965
N6 -1.283531 4.137146 -1.411965
H16 -1.439657 -0.080474 -1.953934
H17 -4.142140 1.665657 -1.228936
H18 -4.595662 4.105880 -0.856047
H19 -2.611813 5.657003 -1.064794
C25 -1.935732 -2.544469 -2.445554
C26 -0.689156 -1.779780 -2.902985
C27 -0.870477 -1.390051 -4.378372
C28 0.519776 -2.700534 -2.745328
N7 -0.558205 -0.604429 -2.045324
H20 -2.068071 -3.465697 -3.023598
H21 -2.827812 -1.927805 -2.576457
H22 -1.844589 -2.798470 -1.388833
H23 -1.045751 -2.267344 -5.011285
H24 0.010421 -0.865709 -4.751571
H25 -1.721012 -0.713573 -4.479659
H26 0.472442 -3.543650 -3.439670
H27 0.562211 -3.089424 -1.729776
H28 1.447979 -2.164790 -2.928999

Forces on the atoms, in the same order (eV/Å):
Rh 0.66 -1.20 -0.66
O -0.04 0.03 0.06
C 0.04 0.03 0.05
C 0.01 -0.02 0.00
C -0.02 0.01 0.02
C 0.04 0.00 -0.02
C -0.01 -0.02 0.03
C -0.01 -0.07 -0.14
C -0.28 -0.09 0.13
O -0.19 0.30 0.30
N 0.00 -0.11 -0.31
N 0.26 0.37 0.56
C 0.00 -0.08 -0.18
C 0.07 -0.01 0.13
C -0.04 -0.03 -0.02
C 0.08 0.02 0.00
C -0.07 -0.04 -0.01
C 0.09 0.09 -0.02
N -0.35 0.15 0.36
H 0.02 -0.02 -0.05
H -0.01 0.00 0.00
H 0.00 0.00 0.00
H 0.00 0.00 0.01
H 0.01 0.00 0.00
H 0.06 -0.03 -0.04
H 0.01 -0.01 -0.01
H 0.00 0.00 0.00
H -0.01 0.00 0.00
H -0.02 0.02 -0.01
N 0.04 0.10 -0.17
C 0.02 -0.02 0.12
C 0.00 0.06 -0.14
C -0.03 -0.05 0.05
C -0.01 0.00 0.00
C -0.01 0.00 0.02
C 0.02 0.01 -0.03
C -0.02 0.01 0.06
H 0.02 0.08 -0.03
H 0.00 -0.01 0.01
H 0.00 0.00 0.00
H 0.00 0.00 0.00
H 0.00 0.01 0.00
S -0.03 0.61 -0.29
C 0.17 -0.04 -0.02
N 0.05 -0.05 0.09
C -0.21 0.07 0.00
C 0.05 -0.12 -0.05
C 0.01 0.12 0.05
N -0.07 0.17 -0.01
H 0.46 -0.50 -0.17
H 0.02 -0.05 0.03
H 0.00 0.01 0.00
H -0.02 -0.01 -0.01
C -0.04 -0.08 -0.09
C 0.13 0.36 0.10
C -0.01 -0.06 -0.01
C -0.05 0.03 0.00
N -0.82 -0.05 0.22
H -0.01 0.06 0.03
H -0.02 0.00 0.01
H 0.00 -0.01 0.00
H 0.02 0.05 0.04
H -0.01 0.02 -0.03
H 0.00 0.01 -0.01
H -0.06 0.05 0.00
H 0.03 -0.01 0.05
H 0.06 -0.06 0.02

Results
electronic energy = -57859.4397 eV
2S+1 = 1
lowest unoccupied orbital energy (spin up / spin down) = -0.75 / -0.75 eV
Kohn-Sham gap (spin up / spin down) = 5.98 / 5.97 eV
charge = 0
energy relative to the best compared isomer or geometry (same formula, charge and spin) = 0.505 eV

---

# 2
C4H3Cl2LuN5O3Pm as an isolated structure, computed with ωB97M-V/def2-TZVPD.

Atoms and positions in Å:
Lu1 -1.674253 -4.281763 -1.487368
Pm1 0.461403 0.522123 1.778402
Cl1 -0.519363 -2.347317 -2.200864
Cl2 -0.641402 -1.639407 2.637465
C1 -1.481567 1.296832 3.359072
C2 -3.702553 -3.518623 -2.267693
C3 -3.167971 -3.706982 0.161980
O1 -2.393317 1.346085 4.053593
O2 -4.746133 -3.115678 -2.585717
O3 -4.091234 -3.514744 0.838244
N1 4.095195 1.853090 -0.122249
N2 2.769092 2.249469 -0.175823
N3 2.244458 2.629751 -1.394164
C4 0.969090 2.317670 -1.256650
N4 0.715170 1.602651 -0.119876
N5 1.923946 1.496953 0.491740
H1 4.349256 1.722224 0.854911
H2 4.677305 2.529895 -0.590100
H3 0.212880 2.557771 -1.974904

Forces on the atoms, in the same order (eV/Å):
Lu 2.82 -0.32 -1.30
Pm -2.24 -2.58 3.84
Cl -0.77 -1.05 0.58
Cl 0.45 0.62 -0.88
C -3.94 0.37 3.03
C -7.14 2.60 -3.05
C -5.77 1.25 5.39
O 3.54 -0.08 -2.67
O 5.70 -2.15 1.71
O 4.85 -0.92 -3.43
N -0.57 0.67 0.70
N -0.27 -3.10 -2.96
N 0.25 0.60 2.39
C -0.03 -0.62 0.58
N 1.53 1.41 -1.93
N 1.07 2.60 -1.35
H 0.36 0.10 -0.04
H 0.39 0.46 -0.28
H -0.22 0.12 -0.33

Results
electronic energy = -92962.7888 eV
2S+1 = 5
lowest unoccupied orbital energy (spin up / spin down) = -15.93 / -15.93 eV
<S²> = 6.006
Kohn-Sham gap (spin up / spin down) = 6.87 / 6.88 eV
charge = +4
energy relative to the best compared isomer or geometry (same formula, charge and spin) = 0.474 eV

---

# 3
C51H57BrN4P2RhS as an isolated structure, computed with ωB97M-V/def2-TZVPD.

Atoms and positions in Å:
Rh1 -0.114209 -0.046897 -0.381171
C1 6.305991 5.280503 -2.609271
S1 5.832291 3.553203 -2.739771
C2 4.039791 3.621603 -2.396871
C3 3.393091 2.342803 -2.925971
C4 2.055991 1.971203 -2.271271
N1 2.035391 2.001903 -0.781371
P1 2.221091 0.315203 -0.232971
C5 3.906591 -0.056797 -0.838971
C6 4.849591 0.922903 -0.516971
C7 6.192791 0.704103 -0.744671
C8 6.612591 -0.506397 -1.278971
C9 5.682691 -1.485897 -1.586271
C10 4.328591 -1.267697 -1.366771
C11 2.727791 0.095403 1.513929
C12 2.476591 -1.228397 1.885929
C13 3.016191 -1.750997 3.044729
C14 3.803391 -0.946997 3.856029
C15 3.995691 0.385203 3.527229
C16 3.484591 0.907303 2.349029
P2 0.384391 2.267703 -0.247671
C17 0.567091 2.819903 1.460729
C18 -0.524409 2.309903 2.283029
C19 -0.627909 2.710703 3.748029
C20 0.555691 3.406703 4.245429
C21 1.616491 3.728903 3.439029
C22 1.625691 3.468303 2.049929
C23 -0.197209 3.835303 -0.987071
C24 0.654091 4.745603 -1.608271
C25 0.129691 5.867403 -2.226571
C26 -1.235909 6.104303 -2.208471
C27 -2.075509 5.249303 -1.512271
C28 -1.557409 4.125203 -0.894771
H1 7.389691 5.322503 -2.682871
H2 5.982291 5.689603 -1.655471
H3 5.865991 5.843503 -3.429471
H4 3.638691 4.517503 -2.871571
H5 3.917791 3.697403 -1.314071
H6 4.096791 1.516703 -2.810871
H7 3.199791 2.459403 -3.994571
H8 1.791591 0.964703 -2.638771
H9 1.285991 2.654203 -2.640471
H10 4.514891 1.853903 -0.083771
H11 6.911391 1.466803 -0.482171
H12 7.664891 -0.689497 -1.430171
H13 6.013591 -2.434397 -1.981271
H14 3.628591 -2.049997 -1.619271
H15 1.840691 -1.838897 1.256329
H16 2.844391 -2.783597 3.304229
H17 4.265191 -1.359197 4.740129
H18 4.573591 1.014603 4.184229
H19 3.676291 1.936403 2.091629
H20 -1.486909 2.301703 1.768229
H21 -1.548009 3.210203 4.052229
H22 0.571491 3.690303 5.287929
H23 2.457291 4.253503 3.867129
H24 2.443991 3.823103 1.442529
H25 1.719791 4.583303 -1.600971
H26 0.783991 6.560003 -2.734071
H27 -1.643909 6.963603 -2.715771
H28 -3.134509 5.452903 -1.460771
H29 -2.211709 3.488203 -0.315871
C29 -6.721509 -1.860897 -1.900871
C30 -6.373309 -1.029897 -0.654371
C31 -7.232909 0.233903 -0.667371
C32 -6.701909 -1.828897 0.618329
C33 -4.894809 -0.723397 -0.696171
C34 -4.371709 0.564703 -0.816071
C35 -3.004809 0.760303 -0.853771
N2 -2.119109 -0.227997 -0.777071
C36 -2.591609 -1.492897 -0.706271
C37 -3.954309 -1.753797 -0.657371
C38 -1.550809 -2.524297 -0.710971
C39 -1.815209 -3.887197 -0.756971
C40 -0.785609 -4.819797 -0.860071
C41 0.503091 -4.284997 -0.950371
C42 0.703891 -2.925297 -0.851471
N3 -0.288509 -2.045097 -0.709271
C43 -1.017809 -6.309097 -0.843971
C44 -0.302209 -6.873297 0.396529
C45 -0.421309 -6.947997 -2.105271
C46 -2.503309 -6.672397 -0.794071
H30 -7.775609 -2.121397 -1.874671
H31 -6.146309 -2.780897 -1.957671
H32 -6.539209 -1.282497 -2.803371
H33 -8.282209 -0.047997 -0.661071
H34 -7.062509 0.819803 -1.567771
H35 -7.049409 0.842403 0.215229
H36 -7.776709 -1.976197 0.674129
H37 -6.393409 -1.283297 1.507029
H38 -6.231409 -2.808097 0.629529
H39 -5.019409 1.421003 -0.882371
H40 -2.609709 1.758603 -0.969771
H41 -4.298009 -2.770397 -0.582571
H42 -2.835509 -4.225997 -0.724571
H43 1.359191 -4.923897 -1.086971
H44 1.710291 -2.529897 -0.890271
H45 0.774591 -6.749097 0.319029
H46 -0.510309 -7.935597 0.478929
H47 -0.643809 -6.387297 1.307729
H48 0.634291 -6.719897 -2.219371
H49 -0.948909 -6.611497 -2.994671
H50 -0.527209 -8.026597 -2.032271
H51 -2.980209 -6.302997 0.110729
H52 -2.607509 -7.753497 -0.799471
H53 -3.024209 -6.292597 -1.671071
Br1 -4.408709 -0.853497 3.737529
C47 -2.656709 -0.193597 3.431929
C48 -2.042809 0.603303 4.386629
C49 -0.709609 1.125003 4.131429
C50 -0.193109 0.795803 2.717629
N4 -0.800809 -0.165297 1.907829
C51 -2.009409 -0.603797 2.258929
H54 -2.542309 0.830803 5.315129
H55 -0.021409 0.916003 4.949529
H56 0.887191 0.661603 2.721029
H57 -2.490209 -1.339097 1.635929

Forces on the atoms, in the same order (eV/Å):
Rh -0.78 0.26 0.78
C -0.36 0.05 -0.04
S -0.11 -0.37 -0.13
C 0.45 0.06 0.08
C 0.08 0.11 0.09
C 0.31 0.08 -1.05
N -1.09 -0.76 0.69
P 1.52 1.42 1.49
C -0.13 -0.48 -0.54
C -0.28 0.08 0.11
C -0.02 -0.08 0.12
C -0.10 -0.07 0.06
C 0.06 -0.05 0.01
C -0.12 0.01 -0.13
C -0.48 -0.22 -0.15
C -0.17 0.25 -0.08
C 0.15 -0.07 0.08
C -0.14 -0.09 0.00
C 0.07 0.08 -0.06
C -0.08 0.03 -0.10
P 1.83 1.66 1.05
C 1.54 0.60 0.09
C -0.20 -1.95 0.14
C -1.21 -1.42 0.62
C 2.07 0.61 -0.57
C -1.32 0.08 2.48
C -1.66 -1.05 -2.46
C -0.57 -0.61 -0.35
C 0.18 -0.22 0.02
C -0.01 0.07 0.08
C -0.04 -0.06 0.06
C -0.05 0.09 0.05
C -0.02 -0.15 -0.06
H 0.00 -0.01 0.02
H 0.11 0.10 0.05
H 0.07 0.11 0.01
H -0.11 -0.01 0.00
H -0.16 0.12 0.02
H -0.09 0.08 -0.14
H 0.03 -0.12 0.01
H -0.09 0.06 -0.09
H 0.09 -0.18 0.04
H 0.13 0.13 -0.03
H -0.02 0.05 -0.07
H 0.08 -0.03 -0.07
H -0.01 -0.06 -0.08
H -0.07 -0.06 -0.05
H 0.04 -0.18 0.07
H -0.03 -0.11 0.05
H -0.03 0.00 0.12
H 0.11 0.12 0.05
H 0.10 0.06 -0.04
H -0.19 0.11 0.04
H 0.00 0.25 -0.14
H 0.07 0.03 0.09
H 0.04 0.06 0.08
H 0.19 -0.06 -0.09
H 0.14 -0.03 -0.12
H 0.11 0.03 0.02
H -0.03 0.10 -0.06
H -0.06 0.04 0.05
H -0.12 -0.01 -0.03
C 0.10 0.10 0.05
C -0.35 -0.08 0.00
C 0.20 -0.12 0.01
C 0.11 0.13 -0.10
C 0.12 0.27 -0.03
C 0.04 -0.20 -0.03
C -0.34 0.49 -0.04
N -0.37 -0.14 0.26
C -0.67 -0.05 -0.09
C 0.55 -0.01 -0.02
C -0.01 -0.63 0.04
C 0.02 0.45 -0.02
C 0.11 0.22 0.02
C -0.10 0.14 -0.01
C 0.53 -0.47 -0.08
N -0.25 -0.62 0.00
C -0.10 -0.36 -0.03
C -0.06 0.11 -0.08
C -0.01 0.17 0.04
C 0.23 0.14 0.03
H -0.10 -0.04 0.01
H 0.04 -0.15 -0.01
H 0.01 0.02 -0.15
H -0.07 -0.02 0.01
H -0.01 0.14 -0.06
H -0.01 0.17 0.07
H -0.09 -0.06 -0.02
H 0.01 0.04 0.09
H 0.07 -0.15 0.00
H -0.07 0.14 -0.02
H 0.05 -0.06 0.04
H 0.00 -0.18 -0.02
H -0.13 -0.02 -0.02
H 0.13 -0.07 0.03
H -0.09 0.00 0.04
H 0.14 0.00 0.03
H -0.02 -0.12 0.00
H -0.05 0.03 0.13
H 0.15 -0.03 -0.05
H -0.02 0.01 -0.13
H 0.02 -0.10 -0.03
H -0.13 0.04 0.12
H 0.00 -0.08 0.01
H -0.14 0.04 -0.06
Br 0.34 0.01 -0.14
C -0.25 1.37 3.18
C -1.28 -1.25 -1.70
C 0.79 1.39 0.10
C 0.75 2.39 0.00
N -1.93 -1.49 -1.72
C 2.91 0.38 -1.81
H -0.16 0.03 0.12
H 0.02 -0.35 0.06
H -0.15 -0.05 0.03
H -0.12 0.04 -0.19

Results
electronic energy = -162210.6854 eV
2S+1 = 1
lowest unoccupied orbital energy (spin up / spin down) = -11.00 / -11.25 eV
Kohn-Sham gap (spin up / spin down) = 3.08 / 2.83 eV
charge = +3
energy relative to the best compared isomer or geometry (same formula, charge and spin) = 4.599 eV